No. 1
Density functional theory data (the ωB97M-V functional and the def2-TZVPD basis) for a molecular structure, C6H19N5O2Ru.

Summary:
Orbital gap (alpha / beta): 6.8 / 7.1 eV
Spin multiplicity: 2
Expectation value of S²: 0.78
Total charge: +3
Highest occupied orbital energy (alpha / beta): -20.86 / -20.89 eV

The geometry in XYZ format:
```
33
Properties=species:S:1:pos:R:3:forces:R:3
Ru -0.376818 -0.969156 -0.490238 0.6837 2.6235 1.2467
N -0.740293 -2.097807 1.516265 0.6863 0.5232 -2.2084
C -1.580975 -1.251121 2.352588 -0.6658 0.9878 0.8060
C -1.114813 0.212265 2.339195 -0.0998 -0.7465 0.6466
N -1.022394 0.804054 0.986913 0.9702 -1.5728 -1.5435
C -2.255493 1.369459 0.406724 -0.8461 -0.0181 -0.5554
C -3.143860 0.328097 -0.289189 -0.4170 0.7277 0.7390
N -2.433334 -0.355562 -1.387139 1.3631 -0.9171 0.8662
H 0.200864 -2.217907 1.910800 -0.1395 -0.0344 -0.1193
H -1.149713 -3.032242 1.398732 0.1901 0.1735 -0.0135
H -2.620664 -1.344857 2.025153 0.2225 -0.0529 0.0309
H -1.564058 -1.577692 3.406771 0.0596 -0.0949 -0.3564
H -1.817510 0.789768 2.957489 0.2055 0.0236 -0.1741
H -0.127252 0.280164 2.810579 -0.1391 0.0610 -0.1541
H -0.307611 1.540572 1.015186 -0.1130 -0.3459 -0.1684
H -2.856356 1.852911 1.189791 0.2142 -0.0354 -0.0764
H -1.976888 2.146641 -0.314029 0.0613 -0.1068 0.1574
H -3.497933 -0.423056 0.421607 0.0344 0.0738 -0.2146
H -4.035236 0.856924 -0.659726 0.1993 -0.2238 -0.0131
H -2.987073 -1.162254 -1.707981 0.2440 0.2523 0.0052
H -2.337604 0.270731 -2.194197 0.1927 -0.2047 0.1430
C 5.048712 0.486989 -0.784611 1.5330 0.8467 -0.8179
O 3.893814 -0.197687 -0.332732 -1.8290 -0.9050 0.2177
C 2.718441 -0.224119 -0.860354 0.6599 1.6050 -0.9657
O 1.829825 -0.903167 -0.314561 -2.5172 -1.1693 1.2556
N 2.372840 0.507822 -1.965098 0.8264 -0.2587 0.7181
N 1.056800 0.393926 -2.411468 -1.2695 -1.1668 0.1992
H 5.807786 0.289860 -0.019127 -0.2793 0.1250 -0.2844
H 4.887873 1.568465 -0.879679 -0.1673 -0.2230 0.2366
H 5.406445 0.103150 -1.749301 -0.2314 -0.1416 0.2650
H 3.008967 1.152036 -2.433570 -0.1548 -0.2993 0.0497
H 0.936616 -0.431595 -3.021029 0.4835 0.6837 -0.1672
H 0.776896 1.234388 -2.923761 0.0392 -0.1898 0.2493
```
Forces are in eV/Å.

---

No. 2
Density functional theory data (the ωB97M-V functional and the def2-TZVPD basis) for 3 unconnected molecules or ions with the total composition C6H16N2O.

Summary:
Orbital gap: 8.8 eV
Spin multiplicity: 1
Highest occupied orbital energy: -8.33 eV

The geometry in XYZ format:
```
25
Properties=species:S:1:pos:R:3:forces:R:3
C -0.317354 0.959575 1.284585 -0.0031 -1.7057 -0.3297
C -0.114546 1.347434 -1.253180 0.8819 -0.2058 -1.3241
C 1.003524 1.667029 1.549127 -0.0889 -0.1129 -0.0877
C -1.539025 1.860070 1.410132 0.0564 -0.1462 -0.0515
N 1.021669 0.909583 -1.678574 -0.5891 -0.1296 0.7273
H -0.419581 0.184624 2.055687 -0.0042 0.1525 0.3809
H 1.154855 -0.319417 -1.749490 -0.4706 -0.5178 -0.4694
H 1.820565 1.528733 -1.608767 -0.0956 0.0733 0.1131
H -0.269052 2.389616 -1.003225 0.1032 -0.0223 0.1736
H -0.979223 0.715611 -1.410813 0.0273 -0.1460 0.3509
H 1.068351 2.027558 2.579636 -0.0050 0.0210 -0.0158
H 1.133862 2.540508 0.904523 0.0781 0.0514 -0.0535
H 1.845425 0.989210 1.385475 0.0184 0.0596 -0.0258
H -1.628240 2.270998 2.421664 0.0152 -0.0274 -0.0485
H -1.492742 2.717708 0.737119 -0.0684 0.0851 -0.0919
H -2.458361 1.307653 1.199013 0.0070 0.0738 -0.0227
C 0.140813 -3.673402 -1.126657 -0.0786 0.0381 -0.2216
C 0.246649 -2.161860 -1.061907 -0.2083 -0.0670 0.8813
N -0.389178 -1.459249 -0.162114 0.0719 -0.6567 -0.6681
O 1.056588 -1.622735 -1.895765 0.2588 0.7414 -0.0886
H -0.981821 -2.017945 0.440192 0.0688 -0.2080 -0.1282
H -0.299256 0.011116 0.441032 -0.0865 2.4482 1.0021
H 1.041776 -4.118169 -0.702105 0.0387 0.0689 -0.0286
H -0.721761 -4.065705 -0.588090 0.0225 0.1380 0.0309
H 0.076063 -3.988543 -2.167497 0.0501 -0.0057 -0.0045
```
Forces are in eV/Å.

---

No. 3
Density functional theory data (the ωB97M-V functional and the def2-TZVPD basis) for C25H29ClN4O3 in the gas phase.

Summary:
Orbital gap: 8.1 eV
Spin multiplicity: 1
SMILES string: Cc1ccc2[nH]c(=O)c(CN(CCCN3CCOCC3)C(=O)Nc3ccc(Cl)cc3)cc2c1
Highest occupied orbital energy: -7.97 eV

The geometry in XYZ format:
```
62
Properties=species:S:1:pos:R:3:forces:R:3
C 6.148738 1.937261 -0.012379 -0.0112 0.0616 -0.0017
C 4.823085 1.894836 -0.706463 -0.0077 -0.1638 0.0371
C 4.546706 2.809538 -1.730676 -0.2088 -0.1593 -0.0429
C 3.330676 2.821388 -2.371118 0.0491 0.0388 -0.0121
C 2.339705 1.912349 -1.996109 0.4511 -0.3540 0.5089
N 1.113067 1.896096 -2.600810 -0.1743 0.2701 -0.2987
C 0.058000 1.075261 -2.272710 0.3807 0.0682 0.0098
O -0.976637 1.131227 -2.916712 -0.3610 -0.0461 -0.0658
C 0.309677 0.176264 -1.149990 0.2202 -0.3590 0.1347
C -0.827059 -0.689293 -0.670946 0.4040 -0.0735 -0.1718
N -1.988591 0.036469 -0.190653 0.0641 0.2020 -0.1108
C -3.161523 0.134287 -1.043183 -0.5824 -0.0430 -0.0298
C -4.258477 -0.887134 -0.729553 0.2711 -0.1149 0.0157
C -3.849497 -2.347183 -0.912565 -0.1588 0.1672 0.0006
N -2.811421 -2.789914 0.004792 -0.0619 -0.1910 -0.0044
C -2.287941 -4.091309 -0.375873 0.2478 -0.0476 0.2328
C -1.134286 -4.468869 0.553034 -0.0637 -0.0784 -0.3851
O -1.538046 -4.494449 1.900362 -0.0327 -0.1309 0.0958
C -2.080934 -3.249933 2.275595 -0.3149 0.1974 0.0522
C -3.258023 -2.852344 1.387195 0.2651 -0.0379 0.1771
C -2.121012 0.438952 1.086779 0.3895 -0.0855 0.2720
O -3.176766 0.746361 1.602448 -0.3573 0.1056 0.1355
N -0.912964 0.447136 1.839774 -0.1923 -0.4777 0.2403
C 0.039869 1.448369 1.663889 0.3863 0.5266 0.0074
C -0.103844 2.450637 0.703799 -0.1069 -0.0081 0.2974
C 0.889966 3.389731 0.513874 0.0933 0.0063 0.1270
C 2.035785 3.343584 1.290530 -0.1155 -0.1072 0.0950
Cl 3.292786 4.500915 1.030600 0.1862 0.2584 0.0377
C 2.181863 2.379508 2.273539 -0.0232 0.2293 -0.0843
C 1.185729 1.442156 2.460035 -0.2519 -0.0524 -0.1178
C 1.534724 0.118095 -0.580981 -0.4332 -0.1085 -0.3626
C 2.597044 0.984042 -0.972291 0.1148 0.3505 -0.3925
C 3.848688 0.990540 -0.345843 0.0090 0.2000 -0.2349
H 6.962129 1.924734 -0.735753 0.1082 -0.0267 0.0078
H 6.263741 1.092508 0.661416 0.0695 -0.0470 0.0591
H 6.232411 2.856360 0.567029 0.0742 0.0437 0.0886
H 5.305884 3.523476 -2.013837 0.0707 0.0972 -0.0496
H 3.130140 3.535111 -3.156946 -0.0161 0.0897 -0.0933
H 0.942521 2.541184 -3.363934 -0.0705 -0.1657 0.1089
H -0.462104 -1.335059 0.130567 -0.0463 0.0015 -0.2082
H -1.168269 -1.317421 -1.495682 -0.0025 -0.0246 0.1063
H -3.588941 1.131141 -0.898743 0.0714 -0.0510 -0.1204
H -2.826610 0.052379 -2.076641 -0.0024 0.0569 0.1096
H -5.090334 -0.689014 -1.408237 -0.0588 0.0194 0.0185
H -4.613311 -0.713144 0.284864 -0.1165 0.0139 -0.0389
H -3.462413 -2.479679 -1.927870 -0.0425 -0.0606 -0.0219
H -4.753006 -2.977890 -0.816348 0.0768 -0.0370 -0.0610
H -1.920787 -4.044307 -1.403965 -0.0130 -0.0284 -0.0157
H -3.066991 -4.873058 -0.316482 0.0242 0.0231 -0.0517
H -0.768707 -5.471493 0.323665 0.0230 0.0911 -0.0474
H -0.314801 -3.744700 0.422435 -0.0305 -0.0674 -0.0095
H -2.401191 -3.357323 3.313275 0.0156 0.0856 -0.0473
H -1.304815 -2.471133 2.211314 -0.0337 -0.0181 0.0293
H -3.617964 -1.873469 1.701097 -0.0568 0.0068 0.0543
H -4.072193 -3.589230 1.511943 -0.0016 0.0474 0.0000
H -1.082122 0.229977 2.815263 -0.1469 0.1216 -0.1717
H -1.001402 2.496305 0.106623 -0.0938 0.0153 -0.0957
H 0.771319 4.163217 -0.228680 0.0143 0.0734 -0.0830
H 3.069371 2.362978 2.886255 0.0994 0.0117 0.0490
H 1.293857 0.690280 3.227852 0.0343 -0.1358 0.0614
H 1.723090 -0.575834 0.226676 -0.0632 -0.0881 0.1370
H 4.032410 0.278530 0.445459 0.0387 -0.0914 0.1239
```
Forces are in eV/Å.

---

Looking at maximum force for the records above, in order, we have 3.0, 2.6, 0.8 eV Å⁻¹.
Looking at energy relative to the best compared isomer or geometry (same formula, charge and spin) for the records above, in order, we have 0.6948, 2.8957, 0.4335 eV.